(1)
DFT (ωB97M-V with the def2-TZVPD basis set) results for 3 unconnected molecules or ions with the total composition C3H12O2S2 in a non-equilibrium geometry.

For the total energy, the calculation gives -29070.921 eV. As for the SMILES: CCCSS.O.O. The calculation puts the energy above the lowest of the compared OMol25 structures with the same formula, charge and spin at 17.3 kcal/mol.

Last column: Löwdin charge in e.
Positions of all 19 atoms, in Å:
S1 -1.72 -0.59 -2.55  0.33
S2 0.06 -0.67 -1.52  0.43
O1 -2.39 3.60 -3.25  -0.05
O2 6.00 -1.96 0.41  -0.06
C1 -0.05 0.08 1.17  -0.34
C2 -0.70 -0.16 2.52  -0.12
C3 -0.48 -1.00 0.19  -0.59
H1 -3.33 3.77 -3.37  0.04
H2 -2.37 2.67 -3.02  -0.01
H3 -1.56 -1.09 0.15  0.05
H4 -0.63 0.64 3.26  0.07
H5 -0.36 1.03 0.72  0.10
H6 5.68 -1.07 0.21  0.03
H7 -1.77 -0.37 2.39  0.07
H8 5.20 -2.50 0.37  0.03
H9 -2.15 0.67 -2.35  -0.23
H10 1.03 0.05 1.23  0.09
H11 -0.35 -1.10 2.97  0.08
H12 -0.10 -2.00 0.46  0.08

(2)
DFT (ωB97M-V with the def2-TZVPD basis set) results for a molecular structure, C43H34F4N7O7PS2Ti in a non-equilibrium geometry.

Its spin multiplicity is 3. For the total energy, the calculation gives -134857.603 eV. The charge is -2. The expectation value of S² is 2.05. The calculation puts the energy above the lowest of the compared OMol25 structures with the same formula, charge and spin at 20.1 kcal/mol.

Last column: Löwdin spin population.
Positions of all 99 atoms, in Å:
Ti1 -1.51 0.63 -1.08  0.84
S1 -1.09 4.19 -4.20  0.02
S2 -3.60 3.68 1.89  0.00
P1 1.11 -0.35 -2.45  0.00
F1 0.48 -2.58 -0.09  0.00
F2 1.24 -2.62 4.57  0.00
F3 1.60 -5.17 4.49  0.01
F4 0.86 -5.14 -0.18  0.01
O1 2.40 -0.78 -1.52  0.00
O2 -4.57 -4.02 3.28  0.00
O3 -4.68 -5.12 1.29  0.00
O4 0.81 -1.77 -3.13  0.00
O5 -2.54 -2.78 -2.77  0.01
O6 -1.79 -0.70 -2.34  0.00
O7 2.01 0.44 -3.58  0.00
N1 -0.96 2.19 -2.24  0.00
N2 -1.87 2.38 0.49  0.00
N3 1.93 -8.23 4.13  0.10
N4 1.78 -8.07 -0.08  0.10
N5 -2.33 -0.84 0.16  0.00
N6 1.01 0.45 4.39  0.04
N7 0.16 0.47 0.27  0.05
C1 1.51 -6.70 2.10  0.22
C2 0.85 4.09 2.40  0.00
C3 -6.37 1.61 -1.03  0.01
C4 1.27 -5.31 2.15  0.05
C5 0.89 -0.24 3.47  0.01
C6 -2.61 -0.84 1.46  0.01
C7 -1.92 3.92 2.26  0.00
C8 -3.57 1.10 -1.25  -0.01
C9 -3.59 -3.02 1.38  0.02
C10 0.76 -1.01 2.27  0.10
C11 1.73 -7.51 3.26  0.03
C12 1.31 1.24 -4.56  0.00
C13 0.96 -4.54 1.00  0.05
C14 -1.14 3.15 1.40  0.00
C15 1.80 -2.70 -3.60  0.00
C16 2.77 5.68 2.15  0.00
C17 3.13 0.25 -0.86  0.00
C18 1.33 -4.56 3.35  0.06
C19 1.63 -7.43 0.87  0.03
C20 -1.34 4.76 3.22  0.00
C21 4.50 0.41 -1.48  0.00
C22 -2.66 -1.94 -0.54  0.01
C23 0.44 -0.23 1.15  0.04
C24 -4.33 -4.20 2.07  0.00
C25 -2.32 -1.87 -2.01  0.00
C26 2.01 1.10 -5.89  0.00
C27 -5.49 2.21 -0.16  0.00
C28 -4.12 1.95 -0.28  0.01
C29 0.89 -2.43 2.23  0.09
C30 -5.87 0.77 -2.02  0.00
C31 2.85 3.91 3.92  0.00
C32 1.40 -3.14 -4.99  0.00
C33 3.09 3.30 1.52  0.00
C34 0.78 -3.19 1.05  0.01
C35 -1.02 3.03 -3.06  0.03
C36 -3.23 -1.90 2.10  0.00
C37 -3.28 -3.04 0.02  0.00
C38 -3.15 2.58 0.61  0.01
C39 1.15 -3.21 3.39  0.01
C40 0.03 4.82 3.28  0.00
C41 2.37 4.24 2.49  0.00
C42 0.25 3.26 1.47  0.00
C43 -4.51 0.52 -2.12  0.01
H1 -2.33 0.06 2.01  0.00
H2 2.50 2.93 4.23  0.00
H3 4.17 3.46 1.60  0.00
H4 2.31 6.40 2.84  0.00
H5 0.84 2.71 0.75  0.00
H6 2.44 5.94 1.13  0.00
H7 1.48 -2.31 -5.69  0.00
H8 -5.86 2.88 0.62  0.00
H9 1.97 0.06 -6.24  0.00
H10 3.94 3.93 3.96  0.00
H11 -3.53 -3.90 -0.58  0.00
H12 0.37 -3.50 -4.98  0.00
H13 2.88 2.25 1.77  0.00
H14 1.32 2.28 -4.24  0.00
H15 -1.96 5.35 3.88  0.00
H16 2.79 3.48 0.49  0.00
H17 2.58 1.20 -0.90  0.00
H18 2.06 -3.95 -5.32  0.00
H19 3.86 5.81 2.20  0.00
H20 -6.56 0.29 -2.72  0.00
H21 -4.17 -0.15 -2.90  0.00
H22 0.48 5.47 4.03  0.00
H23 0.27 0.93 -4.64  0.00
H24 2.79 -2.24 -3.59  0.00
H25 4.41 0.73 -2.52  0.00
H26 1.52 1.74 -6.64  0.00
H27 3.22 -0.03 0.19  0.00
H28 5.04 -0.54 -1.45  0.00
H29 2.47 4.64 4.64  0.00
H30 -7.44 1.79 -0.95  0.00
H31 1.80 -3.54 -2.91  0.00
H32 5.08 1.16 -0.93  0.00
H33 -3.44 -1.87 3.16  0.00
H34 3.06 1.40 -5.81  0.00

(3)
DFT (ωB97M-V with the def2-TZVPD basis set) results for a molecular structure, C14H19ClN2O3Pb in a non-equilibrium geometry.

For the total energy, the calculation gives -41700.454 eV. The charge is +2. The calculation puts the energy above the lowest of the compared OMol25 structures with the same formula, charge and spin at 0.0 kcal/mol.

Last column: Löwdin charge in e.
Positions of all 40 atoms, in Å:
Pb1 -0.76 0.16 0.16  1.15
Cl1 -2.98 -1.08 -0.17  -0.07
O1 2.59 1.39 1.98  0.12
O2 -1.25 1.50 1.89  -0.24
O3 -0.24 -2.67 2.39  0.15
N1 -1.02 2.49 3.78  -0.05
N2 -0.13 0.25 3.60  -0.10
C1 -0.06 -1.81 1.66  -0.05
C2 0.24 1.60 5.66  -0.15
C3 -0.30 -1.01 -2.45  -0.04
C4 -0.36 0.42 -2.59  -0.29
C5 0.90 0.75 4.61  -0.12
C6 1.77 -0.16 -1.84  -0.04
C7 1.02 -1.36 -1.98  0.00
C8 -0.79 1.40 3.08  -0.46
C9 1.96 0.92 1.16  0.01
C10 -0.53 2.79 5.11  -0.10
C11 -1.58 1.23 -2.89  -0.01
C12 -1.80 3.46 3.06  0.00
C13 -1.09 -0.62 4.29  -0.05
C14 0.94 0.94 -2.22  -0.02
H1 -0.57 -1.47 4.77  0.11
H2 -1.62 1.45 -3.96  0.14
H3 1.68 1.29 4.07  0.10
H4 -1.59 2.19 -2.36  0.11
H5 -2.50 0.70 -2.61  0.09
H6 0.13 3.67 5.04  0.15
H7 -1.40 3.03 5.72  0.15
H8 -1.84 -1.00 3.59  0.10
H9 -1.98 4.32 3.72  0.11
H10 2.81 -0.10 -1.52  0.14
H11 -1.27 3.76 2.14  0.11
H12 1.20 1.99 -2.17  0.15
H13 -1.58 -0.06 5.10  0.10
H14 -2.75 3.00 2.73  0.12
H15 -1.13 -1.68 -2.58  0.13
H16 1.38 -0.15 5.04  0.14
H17 1.38 -2.37 -1.77  0.15
H18 1.01 2.01 6.31  0.14
H19 -0.43 0.98 6.27  0.11

(4)
DFT (ωB97M-V with the def2-TZVPD basis set) results for 2 unconnected molecules or ions with the total composition CHCl3F2Si in a non-equilibrium geometry.

For the total energy, the calculation gives -51934.784 eV. The calculation puts the energy above the lowest of the compared OMol25 structures with the same formula, charge and spin at 43.1 kcal/mol.

Last column: Löwdin charge in e.
Positions of all 8 atoms, in Å:
Cl1 -0.09 -2.33 -0.55  0.40
Cl2 -4.86 1.11 -0.45  0.45
Cl3 -2.67 -0.30 0.69  0.55
Si1 1.32 -1.64 0.63  -0.06
F1 2.48 -1.02 -0.29  -0.19
F2 2.03 -2.74 1.57  -0.16
C1 -3.76 -0.27 -0.53  -1.00
H1 0.65 -0.35 1.24  0.00

(5)
DFT (ωB97M-V with the def2-TZVPD basis set) results for a single C2H4N2S2 molecule in a non-equilibrium geometry.

For the total energy, the calculation gives -26787.218 eV. As for the SMILES: SN1CN=CS1. The calculation puts the energy above the lowest of the compared OMol25 structures with the same formula, charge and spin at 64.5 kcal/mol.

Last column: Löwdin charge in e.
Positions of all 10 atoms, in Å:
S1 -0.24 -2.01 0.27  0.84
S2 2.08 -0.44 -0.52  0.67
N1 0.56 -0.54 0.58  -0.73
N2 -1.36 0.10 -0.71  0.00
C1 -1.39 -1.15 -0.73  -0.48
C2 -0.32 0.54 0.16  -0.45
H1 2.87 -0.84 0.46  -0.18
H2 -1.99 -1.90 -1.21  0.06
H3 0.30 1.32 -0.47  0.10
H4 -0.56 1.12 1.16  0.15

(6)
DFT (ωB97M-V with the def2-TZVPD basis set) results for a molecular structure, C25H59BClO13P3 in a non-equilibrium geometry.

For the total energy, the calculation gives -94573.894 eV.

Last column: Löwdin charge in e.
Positions of all 102 atoms, in Å:
Cl1 -6.38 -0.78 -0.98  0.66
P1 -5.49 2.63 0.46  0.39
P2 7.63 -4.15 2.45  0.46
P3 0.50 -2.59 -0.26  0.47
O1 9.00 -3.50 2.96  -0.19
O2 7.85 -3.68 0.91  -0.21
O3 -0.69 -3.24 0.63  -0.21
O4 0.25 -1.14 -0.19  -0.22
O5 0.06 -3.13 -1.71  -0.18
O6 -5.09 1.38 -0.43  -0.20
O7 -5.61 3.97 -0.40  -0.17
O8 1.55 -3.74 0.09  -0.18
O9 -4.48 2.80 1.50  -0.20
O10 -6.95 2.41 1.04  0.04
O11 -7.04 4.21 2.65  0.16
O12 6.88 -5.41 2.34  -0.22
O13 6.64 -2.98 2.93  -0.19
C1 -3.88 1.05 -2.92  -0.08
C2 2.28 -3.72 1.34  -0.24
C3 10.26 -4.20 2.78  -0.24
C4 -8.82 4.22 0.82  -0.11
C5 7.12 -2.69 5.33  -0.08
C6 6.09 -3.01 4.26  -0.27
C7 1.44 -4.08 2.55  -0.07
C8 -2.76 -1.96 0.77  -0.07
C9 -2.33 5.25 -2.95  -0.21
C10 -4.70 5.56 -1.94  -0.17
C11 2.17 -3.38 -2.95  -0.08
C12 0.12 2.55 0.02  -0.10
C13 7.58 -4.58 -0.17  -0.30
C14 10.76 -4.19 1.34  -0.07
C15 -1.07 3.45 -0.42  -0.26
C16 -4.66 4.11 -1.49  -0.20
C17 -0.54 4.60 -1.28  -0.22
C18 -8.74 4.35 -0.72  -0.10
C19 -6.00 0.93 -1.42  -0.70
C20 -1.50 -2.42 1.48  -0.29
C21 -1.63 5.63 -1.64  -0.20
C22 -3.75 5.84 -3.10  -0.19
C23 0.80 -2.74 -2.87  -0.27
C24 6.17 -4.41 -0.69  -0.07
C25 -5.42 0.93 -2.84  -0.25
B1 -7.55 3.61 1.53  -0.60
H1 -1.75 5.68 -3.77  0.11
H2 5.45 -4.33 0.13  0.06
H3 10.17 -5.22 3.15  0.12
H4 -4.44 6.17 -1.07  0.12
H5 10.98 -3.68 3.41  0.12
H6 -5.69 -0.02 -3.31  0.08
H7 10.23 -4.93 0.74  0.07
H8 -9.73 3.68 1.09  0.11
H9 -6.96 1.44 -1.39  0.10
H10 0.82 -3.24 2.87  0.07
H11 -8.95 5.23 1.23  0.10
H12 -5.87 1.70 -3.47  0.11
H13 -3.58 2.04 -3.25  0.05
H14 5.30 -2.25 4.27  0.12
H15 -6.36 4.84 2.36  0.12
H16 11.82 -4.44 1.32  0.08
H17 10.60 -3.22 0.88  0.09
H18 2.82 -3.02 -2.15  0.06
H19 8.30 -4.34 -0.96  0.12
H20 -1.76 -3.03 2.35  0.12
H21 0.88 -1.64 -2.90  0.11
H22 6.63 -2.60 6.30  0.08
H23 -5.73 5.76 -2.22  0.12
H24 7.64 -1.76 5.10  0.08
H25 -2.55 -1.63 -0.24  0.07
H26 -3.37 0.77 -2.00  0.07
H27 -2.37 4.16 -3.03  0.09
H28 -3.53 0.36 -3.69  0.08
H29 -0.17 4.17 -2.22  0.11
H30 -0.93 -1.57 1.85  0.10
H31 2.75 -2.74 1.47  0.12
H32 -9.71 4.09 -1.14  0.07
H33 -1.17 6.62 -1.72  0.11
H34 -3.61 6.92 -3.13  0.11
H35 -3.67 3.78 -1.21  0.10
H36 -4.18 5.55 -4.06  0.11
H37 6.08 -3.50 -1.28  0.08
H38 0.20 -3.04 -3.73  0.12
H39 7.77 -5.61 0.13  0.10
H40 0.86 2.56 -0.78  0.07
H41 -1.76 2.82 -0.99  0.09
H42 -2.33 5.68 -0.80  0.10
H43 0.78 -4.91 2.33  0.09
H44 5.88 -5.26 -1.32  0.08
H45 -1.53 3.84 0.49  0.11
H46 -3.23 -1.14 1.32  0.08
H47 -0.22 1.53 0.18  0.05
H48 -3.48 -2.78 0.70  0.07
H49 5.62 -3.98 4.44  0.11
H50 -7.98 3.72 -1.18  0.04
H51 -8.59 5.39 -0.99  0.07
H52 0.27 5.11 -0.76  0.11
H53 2.64 -3.16 -3.91  0.08
H54 -5.02 3.48 -2.31  0.11
H55 2.09 -4.47 -2.85  0.08
H56 2.08 -4.34 3.38  0.08
H57 0.55 2.94 0.94  0.07
H58 3.08 -4.44 1.23  0.11
H59 7.87 -3.48 5.40  0.07